A single C4H7NO2 molecule, computed with ωB97M-V with the def2-TZVPD basis set.

Last columns: bonded neighbours and bond lengths (Å).
CARTESIAN COORDINATES (ANGSTROEM)
1 H 2.1059 -0.2393 -1.4106  N2 1.021
2 N 1.7814 0.2970 -0.6051  H1 1.021, C3 1.262
3 C 0.5264 0.4192 -0.6487  N2 1.262, C4 1.507, O5 1.375
4 C -0.4433 -0.1559 -1.6491  C3 1.507, H9 1.092, H10 1.098, H11 1.091
5 O -0.1403 1.1183 0.3305  C3 1.375, C6 1.417
6 C -0.0674 0.5824 1.6405  O5 1.417, C7 1.520, H12 1.093, H13 1.096
7 C -0.7121 -0.7944 1.6361  C6 1.520, O8 1.205, H14 1.114
8 O -0.2491 -1.7690 2.1717  C7 1.205
9 H -0.0497 -0.1394 -2.6675  C4 1.092
10 H -0.6459 -1.1995 -1.3757  C4 1.098
11 H -1.3859 0.3923 -1.6038  C4 1.091
12 H 0.9519 0.5251 2.0317  C6 1.093
13 H -0.6712 1.2568 2.2581  C6 1.096
14 H -1.6638 -0.8414 1.0598  C7 1.114

E_LUMO = 0.0281 Eh
Energy above the lowest of the compared OMol25 structures with the same formula, charge and spin = 180.0 kJ/mol
Orbital gap = 10.763 eV

***

A single C12H13F3N4O molecule in a non-equilibrium geometry, computed with ωB97M-V with the def2-TZVPD basis set.

Last columns: bonded neighbours and bond lengths (Å).
CARTESIAN COORDINATES (ANGSTROEM)
1 C 3.4852 3.7626 -1.4223  C2 1.535, H21 1.088, H22 1.087, H23 1.087
2 C 3.6532 2.4974 -0.5688  C1 1.535, C3 1.529, C4 1.534, C5 1.531
3 C 3.3446 2.8168 0.8937  C2 1.529, H24 1.089, H25 1.088, H26 1.089
4 C 5.0924 1.9818 -0.6909  C2 1.534, H27 1.087, H28 1.088, H29 1.087
5 C 2.7468 1.4383 -1.2025  C2 1.531, O6 1.210, N7 1.371
6 O 2.9565 0.9996 -2.3102  C5 1.210
7 N 1.6763 1.0413 -0.4433  C5 1.371, C8 1.379, H30 1.012
8 C 0.7050 0.1219 -0.7787  N7 1.379, C9 1.376, C20 1.418
9 C 0.5960 -0.5854 -1.9534  C8 1.376, C10 1.410, H31 1.076
10 C -0.4660 -1.4941 -2.1378  C9 1.410, C11 1.361, H32 1.077
11 C -1.4089 -1.7056 -1.1795  C10 1.361, N12 1.360, H33 1.077
12 N -1.3023 -1.0074 -0.0174  C11 1.360, C13 1.371, C20 1.379
13 C -2.0312 -0.9504 1.1425  N12 1.371, C14 1.484, N18 1.312
14 C -3.2531 -1.7600 1.3771  C13 1.484, F15 1.326, F16 1.351, F17 1.351
15 F -3.7923 -1.5558 2.5710  C14 1.326
16 F -3.0041 -3.0831 1.2696  C14 1.351
17 F -4.2072 -1.5037 0.4561  C14 1.351
18 N -1.4892 -0.0937 1.9755  C13 1.312, N19 1.316
19 N -0.4183 0.4292 1.4164  N18 1.316, C20 1.325
20 C -0.2832 -0.1065 0.2118  C8 1.418, N12 1.379, N19 1.325
21 H 2.4676 4.1418 -1.3510  C1 1.088
22 H 4.1686 4.5366 -1.0819  C1 1.087
23 H 3.6990 3.5397 -2.4644  C1 1.087
24 H 2.3648 3.2767 1.0119  C3 1.089
25 H 4.0823 3.5291 1.2582  C3 1.088
26 H 3.4086 1.9290 1.5203  C3 1.089
27 H 5.2962 1.6908 -1.7179  C4 1.087
28 H 5.2420 1.1149 -0.0505  C4 1.088
29 H 5.7965 2.7564 -0.3981  C4 1.087
30 H 1.5498 1.4376 0.4792  N7 1.012
31 H 1.3255 -0.4430 -2.7320  C9 1.076
32 H -0.5322 -2.0373 -3.0659  C10 1.077
33 H -2.2352 -2.3896 -1.2788  C11 1.077

E_LUMO = 0.0066 Eh
Orbital gap = 8.853 eV

***

A 2-piece molecular cluster, C6H13N3 overall in a non-equilibrium geometry, computed with ωB97M-V with the def2-TZVPD basis set.

Last columns: bonded neighbours and bond lengths (Å).
CARTESIAN COORDINATES (ANGSTROEM)
1 H 0.3628 -0.4266 -3.2631  N2 1.034
2 N 1.1419 0.0346 -2.7635  H1 1.034, C3 1.289
3 C 0.7505 0.3334 -1.5725  N2 1.289, C4 1.497, C5 1.716
4 C 1.6855 1.1022 -0.6911  C3 1.497, H8 1.091, H9 1.094, H10 1.094
5 C -0.9395 0.2726 -1.2794  C3 1.716, N6 1.282, H11 1.092
6 N -1.6421 -0.3771 -2.1318  C5 1.282, H7 1.022
7 H -2.6327 -0.1251 -2.1497  N6 1.022
8 H 1.2555 1.3757 0.2741  C4 1.091
9 H 2.5677 0.4859 -0.4944  C4 1.094
10 H 2.0295 2.0322 -1.1533  C4 1.094
11 H -1.3070 1.0396 -0.5942  C5 1.092
12 C 1.1935 -1.5331 1.3052  C13 1.346, H16 1.083, H17 1.085
13 C -0.0669 -1.4344 0.8443  C12 1.346, N14 1.403, H18 1.088
14 N -1.0771 -0.5717 1.2964  C13 1.403, C15 1.456, H19 1.021
15 C -1.0469 0.7756 1.8468  N14 1.456, H20 1.095, H21 1.090, H22 1.091
16 H 1.6310 -0.7862 1.9562  C12 1.083
17 H 1.8111 -2.3269 0.8988  C12 1.085
18 H -0.4972 -2.2326 0.2429  C13 1.088
19 H -1.9724 -1.0373 1.4548  N14 1.021
20 H -1.8783 1.3057 1.3694  C15 1.095
21 H -0.0813 1.2583 1.6951  C15 1.090
22 H -1.2877 0.8350 2.9090  C15 1.091

E_LUMO = 0.0266 Eh
Energy above the lowest of the compared OMol25 structures with the same formula, charge and spin = 315.2 kJ/mol
Orbital gap = 8.908 eV

***

A 2-piece molecular cluster, C24H34IN2O6P2 overall in a non-equilibrium geometry, computed with ωB97M-V with the def2-TZVPD basis set.

Last columns: bonded neighbours and bond lengths (Å).
CARTESIAN COORDINATES (ANGSTROEM)
1 O -1.0373 2.5371 4.4693  C2 1.164
2 C -0.3754 1.7169 3.9749  O1 1.164, N3 1.219
3 N 0.2781 0.7962 3.5143  C2 1.219, C4 1.499
4 C -0.4791 -0.2399 2.7405  N3 1.499, C5 1.558, C13 1.529, C20 1.537
5 C -1.3028 -1.0851 3.7581  C4 1.558, C6 1.535, H28 1.088, H29 1.089
6 C -1.1445 -2.6112 3.7268  C5 1.535, C7 1.520, H30 1.088, H31 1.093
7 C -1.9377 -3.2801 2.6156  C6 1.520, C8 1.395, C12 1.392
8 C -3.2365 -2.8991 2.2794  C7 1.395, C9 1.385, H32 1.083
9 C -3.9064 -3.5134 1.2337  C8 1.385, C10 1.385, H33 1.083
10 C -3.3251 -4.5210 0.4814  C9 1.385, C11 1.388, H34 1.079
11 C -2.0427 -4.9260 0.8247  C10 1.388, C12 1.386, H35 1.081
12 C -1.3683 -4.3026 1.8624  C7 1.392, C11 1.386, H36 1.083
13 C -1.5117 0.3970 1.8100  C4 1.529, N14 1.495, H37 1.091, H38 1.088
14 N -0.9277 1.4615 0.9378  C13 1.495, C15 1.501, H39 1.023, H40 1.021
15 C 0.4854 1.2004 0.5042  N14 1.501, I16 2.139, C17 1.528, H41 1.087
16 I 0.7665 2.2247 -1.3521  C15 2.139
17 C 0.8650 -0.2801 0.5148  C15 1.528, P18 1.842, C20 1.590, H42 1.098
18 P 2.6419 -0.3713 0.0369  C17 1.842, O19 1.481, H43 1.401, H44 1.407
19 O 3.4899 0.5601 0.8159  P18 1.481
20 C 0.5077 -1.0331 1.8692  C4 1.537, C17 1.590, C21 1.545, H45 1.086
21 C 1.7609 -1.3400 2.7186  C20 1.545, C22 1.515, H46 1.089, H47 1.093
22 C 2.4866 -2.6321 2.4063  C21 1.515, C23 1.390, C27 1.394
23 C 2.0713 -3.6071 1.5071  C22 1.390, C24 1.388, H48 1.082
24 C 2.8161 -4.7658 1.3379  C23 1.388, C25 1.381, H49 1.083
25 C 4.0003 -4.9788 2.0165  C24 1.381, C26 1.391, H50 1.080
26 C 4.4455 -3.9943 2.8923  C25 1.391, C27 1.383, H51 1.080
27 C 3.6830 -2.8569 3.0859  C22 1.394, C26 1.383, H52 1.084
28 H -1.1364 -0.7552 4.7816  C5 1.088
29 H -2.3593 -0.8928 3.5759  C5 1.089
30 H -0.1171 -2.9678 3.6920  C6 1.088
31 H -1.5671 -2.9997 4.6569  C6 1.093
32 H -3.7392 -2.1061 2.8187  C8 1.083
33 H -4.9050 -3.1840 0.9767  C9 1.083
34 H -3.8322 -4.9971 -0.3441  C10 1.079
35 H -1.5487 -5.7236 0.2868  C11 1.081
36 H -0.3652 -4.6266 2.1108  C12 1.083
37 H -1.8562 -0.4053 1.1552  C13 1.091
38 H -2.3853 0.7830 2.3308  C13 1.088
39 H -1.5090 1.5315 0.0988  N14 1.023
40 H -0.9784 2.3658 1.4082  N14 1.021
41 H 1.1430 1.7002 1.2115  C15 1.087
42 H 0.3021 -0.7682 -0.2921  C17 1.098
43 H 3.0337 -1.7166 0.0480  P18 1.401
44 H 2.6489 -0.0002 -1.3203  P18 1.407
45 H 0.0833 -1.9774 1.5426  C20 1.086
46 H 2.4473 -0.4951 2.7371  C21 1.089
47 H 1.4158 -1.4306 3.7520  C21 1.093
48 H 1.1672 -3.4742 0.9275  C23 1.082
49 H 2.4720 -5.5315 0.6542  C24 1.083
50 H 4.5983 -5.8690 1.8888  C25 1.080
51 H 5.3724 -4.0821 3.4405  C26 1.080
52 H 4.0451 -2.0979 3.7696  C27 1.084
53 C -0.8805 3.7308 -7.8343  O54 1.435, H61 1.088, H62 1.086, H63 1.087
54 O -0.4244 4.8128 -7.0098  C53 1.435, P55 1.611
55 P -0.4335 4.6239 -5.4098  O54 1.611, O56 1.478, O57 1.626, O59 1.624
56 O -0.9819 3.2808 -5.1297  P55 1.478
57 O -1.5142 5.8059 -5.1283  P55 1.626, C58 1.436
58 C -1.7593 6.8856 -6.0423  O57 1.436, H64 1.089, H65 1.087, H66 1.088
59 O 0.4105 4.9296 -4.0564  P55 1.624, C60 1.443
60 C 0.8905 6.2636 -3.7887  O59 1.443, H67 1.089, H68 1.089, H69 1.087
61 H -0.7015 4.0310 -8.8648  C53 1.088
62 H -0.3327 2.8147 -7.6342  C53 1.086
63 H -1.9460 3.5789 -7.6788  C53 1.087
64 H -2.5812 6.6221 -6.7064  C58 1.089
65 H -0.8815 7.1327 -6.6330  C58 1.087
66 H -2.0453 7.7570 -5.4563  C58 1.088
67 H 0.0863 6.8570 -3.3568  C60 1.089
68 H 1.2596 6.7489 -4.6907  C60 1.089
69 H 1.7024 6.1889 -3.0697  C60 1.087

Net charge = +1
E_LUMO = -0.1115 Eh
Orbital gap = 8.523 eV